Record 1
ORCA calculation (ωB97M-V with the def2-TZVPD basis set) on a structure of composition C37H33CrN2O4Se.

Values from the calculation:
* calculated total energy: -5286.18691 Ha
* net charge: -1
* LUMO (spin up / spin down): 2.38 / 2.31 eV
* HOMO energy (spin up / spin down): -4.453 / -4.460 eV
* Kohn-Sham gap (spin up / spin down): 6.8 / 6.8 eV
* 2S+1: 5

Atoms and positions in Å:
Cr  -1.882982  -0.053315  -1.902049
C  2.430518  0.643885  3.050051
C  2.171718  -0.559915  2.133551
C  3.110318  -1.723115  2.471651
O  0.827518  -0.952115  2.291251
C  0.187918  -0.991115  1.025651
C  1.092518  -0.094215  0.159351
O  2.359918  -0.223315  0.779351
C  1.108918  -0.481915  -1.347249
O  -0.071282  -0.064215  -1.870549
C  1.312218  -1.992515  -1.446749
C  2.560018  -2.545615  -1.185549
C  2.724418  -3.919215  -1.207349
C  1.653318  -4.748915  -1.496149
C  0.413018  -4.198515  -1.769849
C  0.243918  -2.826315  -1.748449
C  2.205318  0.202685  -2.164849
C  3.137018  1.094285  -1.660049
C  4.003418  1.758685  -2.514849
C  3.931718  1.552685  -3.881149
C  3.021818  0.638985  -4.389749
C  2.167418  -0.031315  -3.536849
C  -1.320182  -0.583515  1.137651
O  -1.964482  -0.758715  -0.049649
C  -1.343182  0.846785  1.687051
C  -1.508382  1.943485  0.852851
C  -1.465882  3.230885  1.361051
C  -1.263882  3.436685  2.715251
C  -1.103382  2.347885  3.555851
C  -1.144782  1.062785  3.046951
C  -2.052182  -1.474215  2.152551
C  -1.467282  -2.440715  2.956851
C  -2.232982  -3.180715  3.843851
C  -3.598382  -2.981815  3.927151
C  -4.195882  -2.035615  3.109651
C  -3.428982  -1.291115  2.233751
H  2.237418  0.353285  4.079351
H  1.751518  1.449885  2.781151
H  3.459618  0.974185  2.940151
H  2.989618  -1.992815  3.517051
H  4.132118  -1.416115  2.271451
H  2.861118  -2.572415  1.840151
H  0.209618  -2.023515  0.639051
H  0.760718  0.957385  0.213051
H  3.393218  -1.899415  -0.951249
H  3.694818  -4.347215  -0.995049
H  1.780618  -5.822715  -1.494749
H  -0.428182  -4.838815  -1.992949
H  -0.734582  -2.380115  -1.940049
H  3.189918  1.261985  -0.597249
H  4.730118  2.453285  -2.111249
H  4.577118  2.105085  -4.551649
H  2.968718  0.459585  -5.454949
H  1.436718  -0.723815  -3.930849
H  -1.668382  1.785785  -0.216049
H  -1.587682  4.072385  0.694351
H  -1.228282  4.439685  3.117751
H  -0.931582  2.496685  4.613451
H  -1.018582  0.215485  3.701951
H  -0.402982  -2.595815  2.927751
H  -1.747682  -3.907715  4.483251
H  -4.188982  -3.558115  4.627951
H  -5.263682  -1.873315  3.171051
H  -3.886182  -0.554915  1.589951
Se  -1.487282  1.021485  -4.293649
C  -1.508582  2.616285  -3.256549
C  -0.364882  3.372985  -3.005249
C  -0.483182  4.496885  -2.207049
N  -1.620282  4.922485  -1.673649
C  -2.713482  4.217785  -1.949349
C  -2.716482  3.082485  -2.729849
H  0.594418  3.064485  -3.395849
H  0.383818  5.105585  -1.971749
H  -3.633882  4.588685  -1.511349
H  -3.632582  2.542585  -2.922149
N  -4.933282  0.129985  -2.049649
C  -3.751182  -0.059615  -2.049449
H  -5.838182  -0.227615  -2.277549

Forces on atoms 1 to 3 (eV/Å):
Cr 2.14 -0.33 0.62
C -0.21 -0.32 -0.47
C 0.56 -0.01 0.66

natural (NBO) atomic charge list, values in e, 4 entries: atom 1 (Cr): 1.042, atom 2 (C): -0.647, atom 3 (C): 0.560, atom 4 (C): -0.642

Record 2
ORCA calculation (ωB97M-V with the def2-TZVPD basis set) on a structure of composition C3H5ClNO2.

Values from the calculation:
* calculated total energy: -782.75210 Ha
* net charge: -1
* LUMO: 3.91 eV
* HOMO energy: -3.877 eV
* Kohn-Sham gap: 7.8 eV
* 2S+1: 1

Atoms and positions in Å:
C  -2.766103  1.013257  -0.048052
C  0.048356  -0.031767  -0.620407
C  -0.510084  -0.107708  0.880892
N  -1.921701  -0.312235  0.927087
O  -3.614069  0.445561  -0.723057
O  -2.292561  2.112465  0.096021
Cl  -2.256315  -1.853205  0.185194
H  1.219432  0.033587  -0.691251
H  -0.234705  -0.950530  -1.142571
H  -0.196755  0.943081  -1.119488
H  0.155626  -0.769539  1.503138
H  -0.261270  0.773140  1.414707

Forces on atoms 1 to 3 (eV/Å):
C -0.46 -2.20 -1.14
C 2.33 0.95 0.89
C 1.95 -0.44 -1.51

natural (NBO) atomic charge list, values in e, 4 entries: atom 1 (C): 0.947, atom 2 (C): -0.653, atom 3 (C): -0.246, atom 4 (N): -0.592

Record 3
ORCA calculation (ωB97M-V with the def2-TZVPD basis set) on a structure of composition C32H51N4OP2PdS.

Values from the calculation:
* calculated total energy: -2752.72476 Ha
* net charge: +1
* LUMO (spin up / spin down): -2.29 / -3.62 eV
* HOMO energy (spin up / spin down): -8.110 / -9.495 eV
* Kohn-Sham gap (spin up / spin down): 5.8 / 5.9 eV
* 2S+1: 3

Atoms and positions in Å:
C  1.914516  -1.896250  -1.758050
C  1.554170  0.228942  -2.669464
C  2.849978  -2.208825  -2.754721
C  2.406240  -0.056615  -3.743183
C  3.076062  -1.281703  -3.768815
H  3.337591  -3.180187  -2.716891
H  2.527900  0.690555  -4.527483
H  3.763224  -1.508489  -4.583266
N  1.383236  -0.677707  -1.687139
P  -0.205334  -2.461589  -0.044697
P  0.633597  2.167435  -0.839910
C  1.452062  -2.926007  -0.739163
H  1.432311  -3.922568  -1.196663
H  2.177108  -2.974315  0.083206
C  0.752450  1.464890  -2.548306
H  0.908370  2.189984  -3.344550
C  -0.625721  3.598649  -1.003380
C  2.359673  2.882521  -0.565153
C  -1.404757  -3.237678  -1.285951
C  -0.213205  -3.364104  1.610929
C  -1.962625  3.138240  -0.396578
H  -1.864847  2.934344  0.676001
H  -2.700111  3.943017  -0.536939
H  -2.347723  2.235436  -0.883511
C  -0.169240  4.835426  -0.216692
H  -0.015793  4.612517  0.846561
H  0.736855  5.289652  -0.635354
H  -0.969959  5.589096  -0.281812
C  -0.873318  4.011117  -2.461729
H  -1.516044  4.907040  -2.446156
H  0.040525  4.283355  -3.002713
H  -1.403530  3.235168  -3.026388
C  2.424343  3.472680  0.862591
H  1.787680  2.919705  1.568414
H  3.458473  3.385348  1.227454
H  2.158920  4.535684  0.887379
C  3.410613  1.759912  -0.642013
H  3.208443  0.975051  0.094815
H  3.475100  1.320468  -1.641000
H  4.388808  2.204096  -0.409730
C  2.656553  3.938766  -1.648641
H  1.861187  4.076850  -2.395134
H  2.862424  4.918220  -1.190749
H  3.561162  3.651331  -2.208030
C  -1.580723  -3.150492  2.288494
H  -1.496493  -3.415759  3.354130
H  -1.918105  -2.104917  2.226181
H  -2.356617  -3.799048  1.860575
C  0.889871  -2.755657  2.498533
H  1.888513  -2.923014  2.080504
H  0.752803  -1.679237  2.648073
H  0.854709  -3.250807  3.480186
C  0.081824  -4.864270  1.471006
H  0.412454  -5.241008  2.453574
H  -0.805978  -5.449602  1.198411
H  0.890369  -5.080122  0.756613
C  -1.213134  -2.638168  -2.686830
H  -1.737747  -3.273734  -3.422930
H  -1.659619  -1.636958  -2.750899
H  -0.159938  -2.574063  -2.989976
C  -2.838980  -2.916523  -0.831893
H  -2.983536  -1.831017  -0.732469
H  -3.535585  -3.286391  -1.599873
H  -3.100690  -3.401267  0.115815
C  -1.213452  -4.754434  -1.420119
H  -0.180847  -5.026738  -1.677933
H  -1.525694  -5.307194  -0.527003
H  -1.855487  -5.099421  -2.247572
Pd  -0.215283  -0.093804  -0.053773
C  0.556211  0.592784  1.673289
O  1.702166  0.525643  2.081549
N  -1.481582  0.290405  -1.684833
C  -1.017232  0.818600  -2.714324
C  -1.623510  0.945157  -4.059760
C  -3.011955  0.792824  -4.069716
C  -0.911302  1.172986  -5.246416
C  -3.721280  0.958960  -5.259017
H  -3.502682  0.557106  -3.121086
C  -1.624033  1.301698  -6.444989
H  0.179230  1.230508  -5.229590
C  -3.021424  1.212787  -6.447490
H  -4.809181  0.887512  -5.242792
H  -1.081372  1.474250  -7.375450
H  -3.573783  1.335427  -7.378653
N  -1.195847  -0.191638  4.968782
C  -0.309050  0.537979  4.292587
N  0.894546  0.780708  4.800006
S  -0.807321  1.225138  2.732252
H  -0.956596  -0.625529  5.853580
H  -2.103338  -0.378325  4.555320
H  1.609467  1.221344  4.228724
H  1.124362  0.512062  5.752108

Forces on atoms 1 to 3 (eV/Å):
C 0.61 -0.06 -0.07
C 0.20 -0.20 0.15
C -0.46 0.01 0.24

Löwdin atomic charge list, values in e, 4 entries: atom 1 (C): -0.319, atom 2 (C): -0.335, atom 3 (C): -0.013, atom 4 (C): -0.017

Record 4
ORCA calculation (ωB97M-V with the def2-TZVPD basis set) on a structure of composition C18H32BaNPSi.

Values from the calculation:
* calculated total energy: -1415.82874 Ha
* LUMO (spin up / spin down): 0.11 / 0.03 eV
* HOMO energy (spin up / spin down): -5.181 / -3.539 eV
* Kohn-Sham gap (spin up / spin down): 5.3 / 3.6 eV
* 2S+1: 1

Atoms and positions in Å:
C  -4.228422  0.198463  -2.726614
C  -2.960118  0.308899  -3.285619
C  -1.808245  0.424863  -2.478706
C  -1.981259  0.564374  -1.089544
C  -3.243794  0.405224  -0.553464
C  -4.394050  0.238074  -1.334245
C  -0.499579  0.415055  -3.237386
C  0.774299  0.446823  -2.393891
N  1.076279  1.783495  -1.789641
Ba  1.631306  1.777344  0.442910
C  -3.134388  0.361289  0.935228
P  -1.297794  0.821229  1.019631
H  -2.806330  0.265623  -4.372465
H  -5.372224  0.112676  -0.867235
H  -5.083206  0.029192  -3.360313
H  -3.257074  -0.635774  1.374673
H  -3.775001  1.059528  1.491878
H  -0.432750  -0.506546  -3.842395
H  -0.469671  1.204309  -4.017580
H  0.708211  -0.268708  -1.561906
C  -1.143887  0.345548  2.785242
C  -1.649406  2.630523  1.257069
H  1.621801  0.135873  -3.028158
C  0.108856  2.872118  -2.067836
C  2.456483  2.247630  -2.205457
H  2.947961  1.861010  2.991731
H  0.280681  3.640299  -1.281312
H  0.285588  3.266484  -3.092951
H  -0.938986  2.529057  -2.025517
H  2.416253  2.588069  -3.262680
H  2.842435  3.089281  -1.579297
H  3.201822  1.432687  -2.135937
H  -2.317457  2.729921  2.136101
H  -0.753744  3.241475  1.480751
H  -2.191542  3.105765  0.416721
H  -1.889011  0.847049  3.414069
H  -1.273218  -0.741665  2.808548
H  -0.140135  0.584565  3.160680
H  3.602866  1.723800  2.436407
C  2.889389  -3.999154  0.462986
Si  2.143044  -2.880319  1.775812
C  0.865420  -3.863677  2.796364
C  3.512478  -2.466073  3.016927
C  1.150409  -1.369632  1.121971
C  0.192137  -0.566727  0.891833
H  3.285169  -4.966494  0.815875
H  3.729768  -3.506249  -0.040166
H  2.156688  -4.242517  -0.315076
H  1.227138  -4.809175  3.224571
H  0.515221  -3.255242  3.641744
H  -0.012185  -4.104892  2.183133
H  4.261616  -1.801350  2.566178
H  3.108832  -1.958013  3.905496
H  4.061325  -3.345405  3.390861

Forces on atoms 1 to 3 (eV/Å):
C 0.04 0.05 0.54
C 0.44 -0.21 0.23
C -0.86 0.32 -0.26

natural (NBO) atomic charge list, values in e, 4 entries: atom 1 (C): -0.214, atom 2 (C): -0.218, atom 3 (C): -0.077, atom 4 (C): -0.308